C5H9F in the gas phase at a distorted geometry, computed with the ωB97M-V functional and the def2-TZVPD basis.

Each line ends with the Löwdin charge.
Atoms and positions in Å:
C  -0.303  0.609  0.672  -0.17
C  -1.133  0.218  -0.597  -0.08
C  1.164  0.022  0.844  -0.20
C  -2.074  -0.929  -0.325  -0.12
C  2.337  0.544  -0.162  -0.01
F  1.331  -1.298  0.893  0.01
H  -0.115  1.647  0.801  0.08
H  -0.890  0.223  1.512  0.10
H  -0.899  0.534  -1.612  0.08
H  -1.604  -1.610  0.311  0.06
H  -2.411  -1.329  -1.226  0.05
H  -2.958  -0.532  0.112  0.07
H  3.032  -0.173  -0.171  0.01
H  2.622  1.518  0.098  0.05
H  1.902  0.556  -1.150  0.06

Cartesian forces, eV/Å:
C 0.55 -1.91 -0.73
C 1.18 -0.19 1.78
C 0.81 1.86 -2.86
C 0.72 2.45 -0.97
C -5.42 0.74 1.30
F -0.75 -1.11 0.47
H -0.22 1.07 -0.04
H 0.12 0.33 0.09
H 0.11 0.04 0.33
H 0.49 -1.40 0.97
H -0.34 -1.21 -1.50
H -0.90 0.29 0.95
H 3.09 -2.36 0.30
H 0.80 1.24 0.36
H -0.22 0.17 -0.45

Values from the calculation:
relative energy (zero: lowest compared OMol25 entry of this formula, charge and spin): 3.9339 eV
net charge: 0
spin multiplicity: 1